(1)
{"formula": "C12H32Br2O7PS", "method": "ωB97M-V/def2-TZVPD", "relative_energy_kj_mol": 0.00, "lumo_ha": -0.1945, "charge": 1, "total_energy_ev": -187493.9984, "homo_lumo_gap_ev": 6.0357, "elements": ["Br", "Br", "S", "P", "O", "O", "O", "O", "O", "O", "O", "C", "C", "C", "C", "C", "C", "C", "C", "C", "C", "C", "C", "H", "H", "H", "H", "H", "H", "H", "H", "H", "H", "H", "H", "H", "H", "H", "H", "H", "H", "H", "H", "H", "H", "H", "H", "H", "H", "H", "H", "H", "H", "H", "H"], "positions_angstrom": [[-1.797, 2.503, 4.001], [0.306, 5.135, 1.567], [-1.663, 2.387, 1.868], [-1.781, 4.666, 1.315], [0.812, -0.848, 0.887], [1.697, 2.892, -1.782], [-4.796, -3.034, 2.915], [-3.249, -2.992, 0.399], [-1.816, 4.474, -0.273], [3.870, 3.531, -3.650], [2.833, -2.846, 0.180], [1.050, 4.068, -2.234], [-4.446, -3.242, -0.320], [3.861, -1.951, 0.560], [-3.343, -1.925, 1.318], [4.455, 4.397, -2.695], [-4.728, -4.451, 2.925], [0.580, -2.257, 0.854], [1.839, -3.037, 1.169], [-3.548, -2.401, 2.743], [2.129, 2.048, -2.845], [0.994, -0.293, -0.405], [3.598, 2.233, -3.160], [4.202, 2.020, -2.271], [-2.653, 4.143, -0.646], [1.015, 4.763, -1.396], [0.038, -0.224, -0.939], [-4.283, -4.814, 3.857], [-2.397, -1.369, 1.267], [-0.180, -2.484, 1.606], [3.878, 1.514, -3.936], [0.028, 3.850, -2.564], [4.434, 5.400, -3.117], [1.589, -4.101, 1.194], [3.902, 4.390, -1.751], [1.686, -0.888, -1.004], [-2.727, -3.069, 3.029], [1.592, 4.539, -3.056], [-5.750, -4.820, 2.857], [1.532, 2.241, -3.742], [-5.309, -3.307, 0.346], [1.405, 0.711, -0.279], [5.495, 4.120, -2.497], [4.519, -2.403, 1.309], [-4.625, -2.458, -1.064], [-0.370, 2.037, 1.652], [-3.523, -1.531, 3.410], [3.458, -1.017, 0.960], [-4.155, -1.243, 1.036], [0.186, -2.551, -0.123], [-4.149, -4.832, 2.081], [4.446, -1.737, -0.334], [-4.316, -4.192, -0.835], [2.217, -2.754, 2.157], [1.958, 1.011, -2.542]]}

***

(2)
{"formula": "C12H32BrF2NO18S6V", "method": "ωB97M-V/def2-TZVPD", "relative_energy_kj_mol": 0.00, "lumo_ha": 0.0612, "charge": -1, "total_energy_ev": -217485.7380, "homo_lumo_gap_ev": 8.7081, "elements": ["Br", "V", "S", "S", "S", "S", "S", "S", "F", "F", "O", "O", "O", "O", "O", "O", "O", "O", "O", "O", "O", "O", "O", "O", "O", "O", "O", "O", "N", "C", "C", "C", "C", "C", "C", "C", "C", "C", "C", "C", "C", "H", "H", "H", "H", "H", "H", "H", "H", "H", "H", "H", "H", "H", "H", "H", "H", "H", "H", "H", "H", "H", "H", "H", "H", "H", "H", "H", "H", "H", "H", "H", "H"], "positions_angstrom": [[-3.748, -0.987, -0.536], [-1.469, 0.304, -0.138], [0.846, 3.038, -5.094], [-0.976, 3.469, 0.877], [1.711, -3.205, -0.835], [-2.832, 0.902, 3.772], [2.947, -0.132, 3.676], [-2.452, 3.561, -1.014], [-0.108, 2.405, 1.732], [-3.528, 2.554, -1.620], [-1.732, 4.083, 1.905], [0.730, -3.045, 0.178], [-3.611, 2.007, 4.202], [1.067, -3.300, -2.285], [-3.357, 4.411, -0.342], [-3.549, -0.373, 4.414], [0.594, 1.538, -5.567], [2.845, -2.354, -0.975], [3.872, -1.045, 4.268], [1.426, 3.004, -3.793], [-2.517, 0.645, 2.415], [1.927, 0.507, 4.449], [0.065, 4.182, 0.219], [1.454, 3.671, -6.216], [-0.358, -0.361, 0.797], [-1.747, 4.057, -2.130], [3.853, 0.992, 2.992], [-0.970, 0.231, -1.680], [-1.774, 2.372, -0.043], [1.184, -0.723, -4.882], [3.813, 2.782, 1.371], [-0.061, -4.192, -2.427], [-1.050, -3.508, -3.365], [2.416, -4.852, -0.699], [2.216, -0.860, 2.233], [-1.334, 0.863, 4.767], [-3.310, -2.717, 4.927], [0.403, 0.508, -4.536], [3.315, 2.284, 2.736], [-0.831, 3.617, -4.932], [-3.319, -1.664, 3.831], [2.226, 2.291, 2.775], [-3.507, -3.702, 4.500], [3.099, 2.475, 0.601], [-1.052, -0.185, 4.805], [0.885, -1.543, -4.224], [0.495, 0.882, -3.522], [-1.286, 3.843, -5.890], [-0.659, 0.310, -4.711], [2.907, -1.486, 1.686], [-0.735, -3.642, -4.398], [4.788, 2.335, 1.205], [-0.739, 4.478, -4.275], [-3.993, -1.966, 3.031], [-0.557, -4.420, -1.481], [2.842, -5.024, -1.684], [1.262, -1.233, 2.599], [2.256, -0.654, -4.697], [-1.076, -2.453, -3.098], [3.141, -4.857, 0.107], [-0.574, 1.443, 4.250], [-1.427, 2.873, -4.408], [-2.321, -1.613, 3.385], [-2.024, -3.968, -3.207], [0.290, -5.162, -2.788], [0.950, -1.060, -5.891], [-1.624, 1.273, 5.728], [3.737, 3.867, 1.313], [1.591, -5.533, -0.498], [3.624, 3.058, 3.443], [-4.130, -2.491, 5.611], [-2.361, -2.800, 5.454], [1.922, -0.003, 1.625]]}

***

(3)
{"formula": "C12H33BN4O9S2", "method": "ωB97M-V/def2-TZVPD", "lumo_ha": 0.0062, "total_energy_ev": -59711.4799, "smiles": "CCOCCB(CC(N)(N)N)ON=O.CCOS(C)(=O)=O.CCOS(C)(=O)=O", "homo_lumo_gap_ev": 9.0783, "elements": ["S", "S", "O", "O", "O", "O", "O", "O", "O", "O", "O", "N", "N", "N", "N", "C", "C", "C", "C", "C", "C", "C", "C", "C", "C", "C", "C", "B", "H", "H", "H", "H", "H", "H", "H", "H", "H", "H", "H", "H", "H", "H", "H", "H", "H", "H", "H", "H", "H", "H", "H", "H", "H", "H", "H", "H", "H", "H", "H", "H", "H"], "positions_angstrom": [[1.179, -2.318, -2.364], [-5.449, -0.432, -2.195], [-6.835, -0.574, -2.952], [1.699, -3.634, -2.156], [-4.860, -1.732, -2.065], [5.673, 2.100, 1.649], [1.040, -1.436, -1.244], [1.759, 4.629, 0.674], [-5.615, 0.380, -1.031], [-0.205, -2.421, -3.125], [1.376, 4.138, 2.735], [1.282, 1.237, 1.255], [1.756, 5.092, 1.740], [2.407, -0.254, 2.678], [0.026, -0.058, 2.933], [1.462, 1.803, 3.604], [-1.919, -2.748, -1.379], [7.195, 0.411, 2.369], [-7.777, -1.550, -2.440], [1.286, 0.662, 2.590], [4.338, 2.551, 1.441], [3.759, 3.205, 2.709], [5.738, 0.765, 2.110], [-4.606, 0.487, -3.434], [-8.515, -1.054, -1.215], [2.080, -1.503, -3.634], [-1.204, -3.325, -2.579], [2.210, 3.036, 2.977], [-8.463, -1.720, -3.266], [-2.753, -3.391, -1.104], [1.403, 0.528, 0.541], [-0.730, -4.280, -2.351], [4.318, 2.797, 3.555], [-0.735, 0.259, 2.342], [2.462, -0.842, 1.854], [5.155, 0.666, 3.033], [-4.521, -0.125, -4.328], [0.449, 1.780, 1.077], [0.468, 2.100, 3.946], [-9.305, -1.760, -0.958], [1.983, 1.420, 4.485], [7.272, -0.258, 3.227], [-1.897, -3.487, -3.402], [-2.310, -1.758, -1.605], [-8.961, -0.079, -1.406], [7.748, 1.317, 2.613], [-3.622, 0.723, -3.034], [3.974, 4.276, 2.663], [-1.250, -2.660, -0.524], [3.070, -1.297, -3.232], [3.724, 1.715, 1.105], [4.409, 3.278, 0.632], [-7.250, -2.484, -2.246], [0.142, -1.042, 2.719], [2.144, -2.163, -4.494], [2.295, -0.843, 3.493], [7.657, -0.088, 1.518], [1.571, -0.576, -3.883], [-7.848, -0.956, -0.360], [-5.165, 1.398, -3.631], [5.287, 0.094, 1.369]]}

***

(4)
{"formula": "C12H33BrCuN3O3", "method": "ωB97M-V/def2-TZVPD", "relative_energy_kj_mol": 1517.48, "lumo_ha": [-0.1718, -0.2588], "charge": 1, "multiplicity": 2, "total_energy_ev": -138249.5973, "s2": 0.758, "homo_lumo_gap_ev": [7.5139, 4.4082], "elements": ["Br", "Cu", "O", "O", "O", "N", "N", "N", "C", "C", "C", "C", "C", "C", "C", "C", "C", "C", "C", "C", "H", "H", "H", "H", "H", "H", "H", "H", "H", "H", "H", "H", "H", "H", "H", "H", "H", "H", "H", "H", "H", "H", "H", "H", "H", "H", "H", "H", "H", "H", "H", "H", "H"], "positions_angstrom": [[0.256, 0.848, 1.350], [1.364, 1.427, 2.826], [-0.845, -2.604, 0.233], [-1.150, 4.221, 1.567], [1.129, -2.382, -3.203], [0.119, -0.905, 3.444], [1.432, -0.261, -0.255], [1.229, 2.963, 0.018], [-0.533, -0.424, -1.800], [1.896, -2.588, -4.274], [-1.093, 3.440, 0.379], [0.749, -1.064, -1.245], [0.108, 3.638, -0.546], [-0.277, -2.035, 2.619], [-0.103, 2.980, -1.926], [0.013, -3.588, -0.221], [1.722, -1.381, -2.384], [-0.322, -1.481, 1.082], [-2.380, 4.067, 2.198], [-1.527, -2.621, 3.099], [-0.581, -0.742, 4.155], [0.532, -0.968, 0.640], [0.531, -2.763, 2.686], [1.000, 2.065, 0.420], [1.575, 3.361, 0.879], [-0.081, 1.906, -1.742], [-1.094, 3.216, -2.316], [1.739, -3.628, -4.558], [1.708, -1.819, -5.023], [-2.264, 3.139, 2.759], [-1.590, -3.674, 2.823], [-1.016, -0.663, 0.892], [-0.460, -4.528, -0.504], [2.961, -2.601, -4.042], [-2.393, 4.814, 2.991], [-1.353, -0.496, -1.085], [0.018, -0.081, 2.869], [-1.924, 3.731, -0.264], [-0.459, 0.627, -2.076], [0.493, -3.251, -1.140], [0.503, -1.982, -0.712], [0.812, -3.806, 0.487], [2.673, -1.704, -1.960], [-0.738, -0.975, -2.717], [0.594, 3.300, -2.700], [0.866, 0.091, 0.504], [-3.324, 3.837, 1.703], [0.376, 4.683, -0.703], [-1.185, 2.356, 0.449], [2.192, -0.664, 0.274], [1.930, -0.485, -2.968], [-1.423, -2.518, 4.179], [-2.404, -2.028, 2.839]]}

***

(5)
{"formula": "C12H33CsN3O3", "method": "ωB97M-V/def2-TZVPD", "lumo_ha": [-0.2135, -0.4391], "charge": 2, "multiplicity": 2, "total_energy_ev": -24118.8759, "s2": 0.755, "homo_lumo_gap_ev": [7.9955, 1.8566], "elements": ["Cs", "O", "O", "O", "N", "N", "N", "C", "C", "C", "C", "C", "C", "C", "C", "C", "C", "C", "C", "H", "H", "H", "H", "H", "H", "H", "H", "H", "H", "H", "H", "H", "H", "H", "H", "H", "H", "H", "H", "H", "H", "H", "H", "H", "H", "H", "H", "H", "H", "H", "H", "H"], "positions_angstrom": [[24.348, 15.378, 13.404], [22.687, 20.514, 10.720], [28.066, 11.896, 11.858], [26.212, 10.511, 16.019], [26.316, 13.696, 11.697], [24.016, 18.468, 13.812], [24.312, 13.686, 15.833], [27.016, 9.805, 15.027], [25.875, 11.864, 15.559], [24.252, 19.368, 12.595], [22.848, 19.856, 11.995], [29.089, 10.971, 11.935], [27.678, 12.219, 10.486], [24.757, 12.434, 16.461], [26.792, 13.447, 10.342], [23.296, 21.825, 10.766], [27.361, 14.701, 9.820], [25.118, 18.603, 11.602], [23.543, 11.669, 16.933], [27.951, 10.329, 14.828], [29.734, 10.887, 12.810], [25.231, 14.104, 15.796], [23.865, 11.286, 17.901], [27.875, 14.442, 8.894], [22.525, 20.565, 12.757], [23.640, 18.968, 14.605], [26.589, 15.446, 9.626], [28.687, 9.988, 11.691], [25.856, 13.176, 9.854], [28.554, 12.390, 9.860], [25.059, 19.068, 10.618], [23.221, 10.925, 16.205], [24.717, 17.601, 11.453], [23.832, 14.197, 16.560], [25.699, 11.902, 14.484], [27.218, 11.304, 10.113], [24.812, 20.280, 12.801], [26.785, 14.458, 12.166], [29.765, 11.252, 11.127], [27.310, 8.787, 15.282], [22.129, 19.037, 11.955], [22.948, 22.349, 9.875], [24.380, 21.719, 10.749], [28.136, 15.229, 10.376], [26.626, 9.762, 14.010], [26.731, 12.890, 12.141], [22.619, 12.209, 17.139], [24.901, 18.206, 14.221], [26.197, 18.489, 11.698], [25.297, 12.565, 17.399], [26.689, 12.585, 15.631], [22.990, 22.459, 11.598]]}

***

(6)
{"formula": "C12H33FInN3O3", "method": "ωB97M-V/def2-TZVPD", "relative_energy_kj_mol": 0.00, "lumo_ha": -0.4024, "charge": 2, "total_energy_ev": -31462.3368, "homo_lumo_gap_ev": 5.3658, "elements": ["In", "F", "O", "O", "O", "N", "N", "N", "C", "C", "C", "C", "C", "C", "C", "C", "C", "C", "C", "C", "H", "H", "H", "H", "H", "H", "H", "H", "H", "H", "H", "H", "H", "H", "H", "H", "H", "H", "H", "H", "H", "H", "H", "H", "H", "H", "H", "H", "H", "H", "H", "H", "H"], "positions_angstrom": [[-19.108, -13.874, -19.580], [-21.021, -15.789, -18.588], [-20.194, -12.558, -17.271], [-18.494, -16.480, -20.739], [-17.859, -13.052, -22.077], [-20.449, -14.071, -21.918], [-21.455, -12.537, -19.775], [-16.350, -14.671, -20.169], [-21.406, -11.795, -17.440], [-19.935, -12.699, -15.855], [-19.516, -17.449, -20.821], [-22.707, -10.486, -19.179], [-19.539, -14.217, -23.096], [-16.130, -15.973, -20.922], [-14.701, -16.453, -20.659], [-17.179, -16.963, -20.479], [-21.497, -11.338, -18.854], [-18.544, -13.121, -23.335], [-20.381, -14.687, -24.326], [-16.712, -12.198, -22.171], [-15.990, -12.460, -22.945], [-18.982, -12.121, -23.365], [-20.637, -10.680, -18.999], [-18.927, -15.083, -22.827], [-19.611, -15.043, -25.014], [-20.911, -13.866, -24.807], [-22.753, -10.000, -20.154], [-23.616, -11.090, -19.103], [-21.124, -13.370, -22.230], [-16.226, -12.272, -21.199], [-21.009, -15.530, -24.049], [-22.348, -12.247, -17.117], [-14.432, -16.360, -19.605], [-14.038, -15.851, -21.279], [-19.595, -17.933, -19.846], [-22.198, -13.165, -19.461], [-17.956, -13.454, -24.190], [-17.066, -17.877, -21.070], [-14.533, -17.513, -20.852], [-21.056, -14.884, -21.990], [-21.403, -10.857, -16.879], [-17.002, -11.154, -22.308], [-22.901, -9.657, -18.494], [-20.508, -17.056, -21.040], [-19.361, -18.180, -21.619], [-15.640, -14.016, -20.479], [-20.869, -12.632, -15.305], [-21.989, -12.191, -20.573], [-16.147, -14.861, -19.192], [-19.485, -13.683, -15.714], [-16.209, -15.878, -22.004], [-19.147, -12.029, -15.509], [-16.956, -17.401, -19.501]]}

***

> Number 3 is which compound?

C12H33BN4O9S2